Below is C57H52AsN5O3SW as an isolated structure, with properties calculated with ωB97M-V/def2-TZVPD.

Structure (XYZ):
```
120
Properties=species:S:1:pos:R:3:forces:R:3
W 1.0270 -0.3236 0.9637 0.1 -0.1 1.3
O 2.4343 0.9598 0.2711 0.7 2.0 -1.1
C 2.6846 2.2758 0.2792 -1.1 -1.0 1.1
C 3.7551 2.8171 -0.4209 0.4 0.2 -0.3
C 3.9571 4.1856 -0.4820 -0.2 -0.5 0.2
C 3.0856 5.0519 0.1698 0.1 0.4 -0.1
C 2.0570 4.5450 0.9226 -0.2 -0.6 0.2
C 1.8502 3.1530 1.0394 1.1 0.5 -1.6
C 0.9331 2.6529 1.9688 -0.5 -3.2 1.5
N 0.7627 1.3392 2.2580 0.3 3.2 -0.5
C 0.2472 1.0960 3.5981 -0.5 -0.3 0.4
C 1.0213 -0.1208 4.0950 0.1 0.7 0.2
N 0.8866 -1.1363 3.0709 0.1 -2.0 0.9
C 1.0466 -2.3856 3.5010 -0.4 2.5 -0.7
C 0.9404 -3.5333 2.6975 -0.1 -1.0 -1.1
C 0.9867 -4.8186 3.2856 -0.1 0.4 -0.1
C 0.7263 -5.9524 2.5589 0.0 -0.3 0.3
C 0.4001 -5.8523 1.2059 0.1 0.7 -0.1
C 0.4234 -4.6197 0.5803 -0.2 -0.6 -0.3
C 0.7373 -3.4576 1.2853 0.5 1.7 0.3
O 0.8785 -2.3023 0.6288 -0.5 -2.0 0.5
H 4.4495 2.1564 -0.9130 0.0 -0.1 0.0
H 4.8043 4.5686 -1.0298 0.1 0.1 -0.1
H 3.2425 6.1184 0.1147 0.0 0.1 0.0
H 1.4042 5.2015 1.4804 -0.1 0.2 0.1
H 0.4388 3.3756 2.6160 0.1 -0.1 0.2
H -0.8347 0.8816 3.5688 0.3 0.0 -0.1
H 0.4197 1.9580 4.2592 0.0 -0.2 -0.2
H 0.6582 -0.4682 5.0731 0.0 0.1 -0.2
H 2.0844 0.1682 4.2009 -0.3 -0.1 0.0
H 1.2180 -2.5522 4.5660 0.0 0.2 -0.1
H 1.2291 -4.8878 4.3372 -0.1 0.0 0.1
H 0.7596 -6.9223 3.0351 0.0 0.0 0.0
H 0.1350 -6.7333 0.6381 0.0 0.0 0.0
H 0.2050 -4.5381 -0.4760 0.0 0.1 0.0
S 3.3498 -1.1064 1.8292 -0.2 -0.1 0.2
C 4.0999 -2.0319 0.5590 -0.4 0.3 -0.2
C 5.2132 -2.8019 0.9264 0.0 0.0 0.0
C 5.9275 -3.5145 -0.0056 0.0 0.0 0.0
C 5.5714 -3.4488 -1.3486 0.0 0.0 -0.2
C 4.4705 -2.7043 -1.7251 -0.3 0.2 -0.1
C 3.6893 -2.0229 -0.7833 0.1 -0.1 0.2
As 2.0027 -1.1883 -1.3874 1.8 -1.8 -1.9
C 2.8796 -0.3788 -3.0449 -0.5 0.4 0.5
C 2.3123 -0.4556 -4.3165 -0.2 -0.2 0.3
C 2.8977 0.1821 -5.3971 0.0 0.0 -0.1
C 4.0528 0.9262 -5.2298 0.0 0.0 0.0
C 4.6422 0.9930 -3.9786 0.1 0.0 0.0
C 4.0664 0.3401 -2.9021 -0.2 -0.1 0.4
C 1.3110 -2.7813 -2.4390 -0.5 0.6 0.5
C 0.1549 -2.5624 -3.1923 0.1 0.2 0.3
C -0.4636 -3.5872 -3.8862 -0.1 0.0 -0.1
C 0.0761 -4.8610 -3.8592 0.0 0.0 0.0
C 1.2335 -5.0918 -3.1388 0.0 0.0 0.0
C 1.8377 -4.0706 -2.4222 0.2 0.3 0.3
H 5.4813 -2.8129 1.9723 0.1 -0.1 0.1
H 6.7679 -4.1161 0.3070 0.1 -0.1 0.0
H 6.1359 -3.9900 -2.0918 0.1 0.0 -0.1
H 4.1763 -2.6398 -2.7724 0.2 -0.1 0.2
H 1.4177 -1.0453 -4.4712 0.1 0.1 -0.1
H 2.4467 0.0929 -6.3736 -0.1 0.0 -0.1
H 4.4954 1.4383 -6.0710 0.1 0.0 -0.1
H 5.5573 1.5507 -3.8433 0.1 0.0 0.0
H 4.5476 0.3669 -1.9309 0.0 0.0 -0.1
H -0.2737 -1.5651 -3.2244 0.0 -0.1 0.0
H -1.3650 -3.3906 -4.4477 -0.1 0.0 0.0
H -0.4101 -5.6701 -4.3819 0.0 -0.1 -0.1
H 1.6659 -6.0796 -3.1268 0.1 -0.1 0.1
H 2.7171 -4.2927 -1.8327 -0.1 0.0 0.0
N -0.8970 -0.5839 0.9544 -1.2 -0.2 -0.1
C -2.1610 -0.7174 0.8443 1.2 0.3 -0.1
C -2.8620 -0.2443 -0.3834 0.0 0.4 -0.2
C -2.2820 -0.5186 -1.6164 0.1 -0.3 0.3
C -2.8968 -0.1227 -2.7881 0.0 0.1 -0.1
C -4.0832 0.5904 -2.7358 0.0 0.0 -0.1
C -4.6382 0.9214 -1.5112 -0.1 0.0 -0.1
C -4.0346 0.5085 -0.3386 0.1 -0.1 0.0
C -3.0231 -1.2969 1.8945 -0.2 -0.6 0.4
C -2.5528 -1.3911 3.2060 0.0 0.1 -0.3
C -3.3714 -1.8381 4.2222 -0.1 -0.1 0.1
C -4.6677 -2.2423 3.9435 0.0 0.0 0.0
C -5.1261 -2.2175 2.6356 -0.1 -0.1 0.2
C -4.3185 -1.7463 1.6197 0.2 0.0 0.0
H -1.3433 -1.0667 -1.6099 -0.2 0.1 0.0
H -2.4538 -0.3596 -3.7458 0.0 0.0 -0.1
H -4.5721 0.9011 -3.6455 0.0 0.1 -0.1
H -5.5412 1.5112 -1.4815 -0.1 0.1 0.0
H -4.4652 0.7754 0.6172 -0.1 0.0 0.1
H -1.5282 -1.1089 3.3993 0.0 0.0 0.0
H -3.0022 -1.8676 5.2371 0.0 0.0 0.1
H -5.3109 -2.5895 4.7373 -0.1 0.0 0.1
H -6.1231 -2.5667 2.4085 -0.1 0.0 0.0
H -4.6914 -1.7427 0.6056 0.0 0.0 0.0
C -2.6413 3.8494 2.8865 0.1 0.2 -0.2
C -2.3106 4.5839 1.5896 0.1 0.0 0.3
N -3.2857 4.3505 0.5509 0.0 0.0 0.0
C -4.5980 4.9654 0.6935 -0.3 -0.1 -0.2
C -5.7009 3.9592 1.0028 0.2 0.2 0.0
C -2.9963 3.8166 -0.6606 -0.1 0.1 0.0
O -3.8158 3.8110 -1.5653 0.0 0.1 -0.2
C -1.6371 3.2408 -0.9130 0.5 0.2 -1.0
C -0.9444 3.7029 -2.0509 -0.2 -0.6 0.8
C 0.2295 3.0620 -2.3977 -0.2 0.2 -0.1
C 0.6510 1.9739 -1.6611 -0.4 -0.6 0.7
N 0.0006 1.4995 -0.5696 0.2 1.1 -1.0
C -1.1105 2.1713 -0.2122 0.3 -0.5 0.1
H -1.8758 4.0663 3.6266 0.1 0.0 0.2
H -2.6777 2.7752 2.7198 0.0 -0.2 0.0
H -3.5980 4.1723 3.2892 -0.1 0.0 0.0
H -1.3357 4.2632 1.2186 -0.1 0.2 0.1
H -2.2625 5.6633 1.7862 0.1 -0.1 0.0
H -4.8419 5.4533 -0.2559 0.1 0.0 0.2
H -4.5390 5.7242 1.4757 0.1 0.0 0.0
H -5.7253 3.1987 0.2285 0.0 -0.1 -0.1
H -6.6581 4.4748 1.0179 -0.1 0.0 0.0
H -5.5460 3.4755 1.9634 0.0 -0.1 0.1
H -1.3371 4.5263 -2.6253 -0.1 0.1 -0.1
H 0.8232 3.3876 -3.2380 0.0 0.0 -0.1
H 1.5563 1.4588 -1.9593 -0.1 0.0 0.1
H -1.6168 1.8062 0.6741 0.1 -0.1 0.0
```
Forces are in eV/Å.

- Kohn-Sham gap (spin up / spin down) (eV) = 5.56 / 5.56
- energy (eV) = -147046.3528
- HOMO energy (spin up / spin down) (eV) = -5.95 / -5.95
- energy above the lowest of the compared OMol25 structures with the same formula, charge and spin (eV) = 1.788

***

Below is C57H52Cl5GeN5ORuS4Se as an isolated structure, with properties calculated with ωB97M-V/def2-TZVPD.

Structure (XYZ):
```
127
Properties=species:S:1:pos:R:3:forces:R:3
Ru 1.3844 0.6281 -0.3840 2.0 -0.2 0.5
N -0.1906 1.5339 0.5714 -0.1 0.2 -1.2
S -1.4104 2.2520 0.1714 0.5 -0.3 0.3
N -2.8133 1.5282 0.6343 -0.4 0.4 0.1
S -3.3816 0.3476 -0.1981 1.1 -0.2 0.0
N -2.4324 -0.6212 -0.9183 -0.5 -0.3 -0.1
S -1.1476 -1.5348 -0.3982 0.7 0.1 0.2
N 0.1757 -0.9789 -0.5019 0.0 -0.3 -0.2
C -1.3140 -2.9345 -1.4816 -0.4 -0.1 0.1
C -2.4445 -3.7453 -1.5039 0.0 0.1 -0.1
C -2.4616 -4.8481 -2.3401 -0.1 -0.1 0.0
C -1.3628 -5.1296 -3.1454 0.1 0.1 0.0
C -0.2568 -4.2914 -3.1378 -0.1 0.0 0.0
C -0.2311 -3.1790 -2.3064 0.1 0.1 0.0
C -1.5286 -2.0681 1.2713 -0.3 -0.2 -0.2
C -1.3692 -1.0921 2.2480 -0.1 0.0 0.0
C -1.6228 -1.4143 3.5715 0.0 -0.1 0.0
C -2.0158 -2.7024 3.9128 0.0 0.0 0.0
C -2.1382 -3.6772 2.9327 0.0 0.0 0.0
C -1.8915 -3.3679 1.6015 0.0 0.1 0.0
C -4.3703 0.9750 -1.5169 -0.4 0.0 0.0
C -4.3950 0.3399 -2.7484 0.1 0.0 0.0
C -5.1939 0.8705 -3.7506 0.0 0.0 -0.1
C -5.9591 2.0033 -3.5114 0.0 -0.1 0.0
C -5.9351 2.6154 -2.2649 -0.1 0.1 0.0
C -5.1426 2.0997 -1.2551 0.0 0.0 0.2
C -4.4101 -0.5164 0.9396 -0.5 0.2 0.1
C -5.0070 -1.6845 0.4835 0.1 0.0 -0.1
C -5.7678 -2.4319 1.3636 0.0 -0.1 -0.1
C -5.9459 -1.9962 2.6706 0.0 0.0 0.0
C -5.3762 -0.8067 3.0974 0.0 0.0 0.1
C -4.6047 -0.0501 2.2279 0.1 0.1 0.0
C -1.4964 3.7927 1.0400 -0.3 0.1 0.0
C -0.6344 4.7870 0.5898 0.1 -0.1 0.0
C -0.5098 5.9493 1.3300 0.0 0.0 0.0
C -1.2256 6.0983 2.5142 0.0 0.0 0.0
C -2.0657 5.0882 2.9603 0.0 0.0 0.0
C -2.2093 3.9226 2.2206 0.0 -0.1 -0.1
C -1.6220 2.6826 -1.5500 -0.1 0.2 0.1
C -1.1054 1.8253 -2.5069 -0.1 0.0 0.1
C -1.2924 2.1258 -3.8473 0.0 0.0 0.0
C -1.9949 3.2653 -4.2113 0.0 0.0 0.0
C -2.5199 4.1121 -3.2406 0.0 0.0 0.0
C -2.3434 3.8230 -1.8980 0.0 -0.1 0.0
H -3.2998 -3.5127 -0.8811 0.0 -0.1 0.0
H -3.3283 -5.4970 -2.3607 0.0 0.0 0.0
H -1.3716 -6.0038 -3.7842 0.0 0.0 0.0
H 0.5940 -4.5019 -3.7727 0.0 0.0 0.0
H 0.6112 -2.4990 -2.2856 0.1 -0.1 0.1
H -1.0412 -0.0975 1.9695 0.0 0.0 0.0
H -1.5086 -0.6569 4.3373 0.0 0.0 0.0
H -2.2197 -2.9479 4.9478 0.0 0.0 0.0
H -2.4228 -4.6859 3.2043 0.0 0.0 0.0
H -1.9665 -4.1348 0.8451 0.0 0.0 0.0
H -3.7732 -0.5315 -2.9103 0.0 0.0 -0.1
H -5.2124 0.3984 -4.7247 0.0 0.0 0.0
H -6.5862 2.4051 -4.2973 0.0 0.0 0.0
H -6.5345 3.4977 -2.0814 0.0 0.0 0.0
H -5.1046 2.5570 -0.2731 0.0 0.1 -0.1
H -4.8613 -1.9885 -0.5473 -0.1 -0.1 0.1
H -6.2193 -3.3588 1.0340 0.0 0.0 0.0
H -6.5433 -2.5838 3.3562 0.0 0.0 0.0
H -5.5194 -0.4709 4.1159 0.0 0.0 0.0
H -4.1329 0.8733 2.5336 0.0 0.0 0.1
H -0.0680 4.6432 -0.3250 0.0 0.0 0.1
H 0.1519 6.7353 0.9891 0.0 0.0 0.0
H -1.1205 7.0039 3.0971 0.0 0.0 0.0
H -2.6046 5.2033 3.8917 0.0 0.0 0.0
H -2.8545 3.1181 2.5467 0.0 0.1 0.0
H -0.5818 0.9302 -2.2118 0.1 -0.1 -0.1
H -0.8835 1.4661 -4.6032 0.0 0.0 0.1
H -2.1455 3.4931 -5.2597 0.0 0.0 0.0
H -3.0648 5.0020 -3.5310 0.0 0.0 0.0
H -2.7531 4.4674 -1.1308 0.0 0.0 -0.1
Cl 6.2285 0.0116 5.1717 0.0 0.0 0.0
C 5.4147 0.0554 3.6537 0.1 0.0 0.1
C 4.0721 -0.2986 3.5673 -0.1 0.0 0.0
Cl 3.2065 -0.7957 4.9725 0.0 0.0 0.0
C 3.4317 -0.2654 2.3399 0.1 0.0 -0.1
Cl 1.7611 -0.6516 2.1774 -0.2 0.1 0.4
C 4.0759 0.1132 1.1484 -0.1 -0.2 0.1
O 3.4933 0.0885 -0.0108 -1.0 0.8 -0.4
C 5.4292 0.4861 1.2731 0.1 0.0 -0.1
Cl 6.2372 0.9865 -0.1642 0.0 0.0 0.0
C 6.0899 0.4436 2.4954 -0.1 0.0 -0.1
Cl 7.7539 0.8648 2.5820 0.0 0.0 0.0
C 2.3846 2.8543 1.9221 0.0 0.1 -0.1
C 2.5613 3.3251 0.5111 0.0 -0.1 0.1
C 3.0282 4.6493 0.3126 0.1 0.0 0.2
C 3.1972 5.1467 -0.9344 0.0 0.1 -0.1
C 2.9150 4.3234 -2.0447 -0.1 -0.2 -0.1
C 3.0385 4.7823 -3.3746 0.1 0.1 0.1
C 2.7871 3.9387 -4.4157 0.0 -0.1 -0.1
C 2.4359 2.5982 -4.1697 0.0 0.2 0.0
C 2.3116 2.1233 -2.8863 0.1 -0.2 -0.2
S 1.9798 0.4260 -2.6059 -0.7 0.3 0.9
C 2.5082 2.9958 -1.7894 0.1 0.1 -0.1
N 2.3060 2.5241 -0.5068 -0.1 0.3 -0.1
H 2.1234 3.7009 2.5585 0.0 0.0 0.0
H 3.3201 2.4275 2.2904 0.0 0.0 0.0
H 1.6042 2.1071 1.9985 0.0 -0.1 0.0
H 3.2445 5.2534 1.1846 0.0 -0.1 0.0
H 3.5546 6.1578 -1.0948 0.0 0.0 0.0
H 3.3428 5.8077 -3.5465 0.0 0.0 0.0
H 2.8772 4.2937 -5.4353 0.0 0.0 0.0
H 2.2625 1.9155 -4.9932 0.0 0.1 0.0
C 2.8016 -4.5241 2.9243 0.1 0.0 0.1
Ge 3.9743 -5.0315 1.4410 -0.1 0.0 -0.4
C 4.3468 -6.9572 1.4428 0.0 0.1 0.2
C 5.6426 -4.0111 1.4601 0.0 -0.1 0.2
C 2.9567 -4.5715 -0.1960 0.1 0.0 0.2
Se 2.9490 -2.6164 -0.4020 0.1 -0.6 -0.2
C 4.3470 -2.5149 -1.7481 0.0 0.0 0.1
H 3.3372 -4.5568 3.8754 -0.1 0.0 0.0
H 1.9497 -5.2052 2.9876 0.0 0.0 0.0
H 2.4242 -3.5094 2.7759 0.0 0.0 0.0
H 4.8952 -7.2250 2.3488 0.0 -0.1 -0.1
H 4.9560 -7.2352 0.5817 0.0 0.0 0.0
H 3.4228 -7.5373 1.4198 0.0 0.0 0.0
H 6.1133 -4.0837 2.4431 0.0 0.0 0.0
H 5.4495 -2.9575 1.2505 0.0 0.0 0.0
H 6.3459 -4.3981 0.7207 0.0 0.0 0.0
H 1.9197 -4.8919 -0.0706 0.0 0.0 -0.1
H 3.3596 -5.0389 -1.0952 -0.1 0.0 0.0
H 5.2502 -3.0093 -1.3939 0.0 0.0 0.0
H 4.5331 -1.4555 -1.9087 0.0 0.0 0.0
H 3.9934 -2.9775 -2.6676 0.1 0.0 0.0
```
Forces are in eV/Å.

- Kohn-Sham gap (spin up / spin down) (eV) = 6.00 / 5.99
- multiplicity = 2
- energy (eV) = -299837.2886
- HOMO energy (spin up / spin down) (eV) = -8.78 / -8.76
- charge = +1
- energy above the lowest of the compared OMol25 structures with the same formula, charge and spin (eV) = 1.667

***

The highest energy belongs to which entry?
C57H52AsN5O3SW